17
Properties=species:S:1:pos:R:3:forces:R:3 method="wB97M-V/def2-TZVPD" lumo_energy_ev=0.283 e_homo_ha=-0.2757 de_lowest_kcal_mol=50.0 gap_ev=7.787 e_tot_ha=-970.3266 total_charge=0 fmax_ev_per_a=4.25
H -2.268 0.020 -2.242 -4.0423 0.2505 0.6014
H 0.390 1.744 -0.315 1.1494 0.4737 1.7119
C -1.296 0.131 -2.419 4.1551 -0.8871 -0.1090
P 2.423 -0.721 1.450 0.5998 0.0030 2.3611
C 0.042 -0.353 -0.581 1.5619 1.8666 2.0531
H -1.026 -0.232 -3.378 0.0512 -0.4232 -0.8780
C 1.209 -1.081 2.590 2.2727 0.3343 1.4084
H -0.888 -1.841 3.390 -0.2225 0.8797 -0.3106
N 0.135 0.974 -0.852 -1.3214 -1.6206 -1.4487
C -0.571 1.398 -2.078 -0.4374 2.0174 0.7374
P -0.469 -1.344 2.094 -1.1735 -1.0396 -0.0402
H 1.452 -1.191 3.739 -0.3896 0.2389 -2.5693
H -0.897 0.019 2.049 -0.1742 -0.3686 0.5778
H 3.511 -0.599 2.521 -0.9747 -0.1965 -1.1921
O -0.707 -0.930 -1.422 -0.9980 0.6502 -2.2056
H 0.286 1.708 -2.784 -1.9753 -0.2105 0.5142
H -1.327 2.295 -1.763 1.9187 -1.9681 -1.2117